# 1
Molecular formula: C7H16N2
Method: DFT, ωB97M-V with the def2-TZVPD basis set

Geometry as ORCA input:
```
! wB97M-V def2-TZVPD RIJCOSX def2/J DEFGRID3
* xyz 0 1
C 0.805 -0.267 -0.869
C 2.078 0.452 -0.477
C 1.000 -1.766 -0.993
C 0.123 0.350 -2.078
H -0.252 -0.313 -0.066
H 2.497 0.058 0.451
H 1.687 -1.988 -1.817
H -0.857 -0.104 -2.236
H 1.931 1.530 -0.381
H 2.828 0.319 -1.266
H 0.048 -2.270 -1.173
H 1.431 -2.186 -0.079
H -0.043 1.419 -1.927
H 0.749 0.220 -2.968
C -0.527 1.731 1.289
C -0.439 0.239 1.269
C -2.951 -0.469 1.308
N -1.947 -0.535 0.546
N 0.097 -0.427 2.208
H 0.061 -1.432 2.041
H 0.394 2.190 1.656
H -0.725 2.106 0.286
H -1.318 2.061 1.963
H -3.874 -1.013 1.055
H -2.797 0.094 2.256
*
```

## Properties
Energy above the lowest of the compared OMol25 structures with the same formula, charge and spin in kJ/mol: 431.54
E_HOMO in eV: -8.36
LUMO energy in eV: 0.86

# 2
Molecular formula: C5H10N4
Method: DFT, ωB97M-V with the def2-TZVPD basis set

Geometry as ORCA input:
```
! wB97M-V def2-TZVPD RIJCOSX def2/J DEFGRID3
* xyz 0 1
C 1.498 0.680 1.393
C -0.883 0.543 -0.626
C -0.687 -0.412 0.467
C 0.930 -0.454 0.588
N 0.828 0.149 -2.217
N -1.970 1.371 -0.656
C -1.568 -1.331 0.842
N 0.206 0.874 -1.228
N 1.570 -1.557 0.605
H 1.597 0.702 -2.579
H 1.202 -0.728 -1.858
H -2.805 1.039 -0.202
H -2.049 1.930 -1.492
H 1.114 -2.309 0.091
H 2.581 0.589 1.452
H 1.259 1.642 0.942
H 1.080 0.677 2.399
H -2.593 -1.334 0.492
H -1.310 -2.071 1.587
*
```

## Properties
Energy above the lowest of the compared OMol25 structures with the same formula, charge and spin in kJ/mol: 421.16
E_HOMO (spin up / spin down) in eV: -7.32 / -7.32
LUMO energy (spin up / spin down) in eV: 0.02 / 0.02
Structure (SMILES): [H]/N=C(/C)C(=C)/C(N)=N\N

# 3
Molecular formula: C2H5NO
Method: DFT, ωB97M-V with the def2-TZVPD basis set

Geometry as ORCA input:
```
! wB97M-V def2-TZVPD RIJCOSX def2/J DEFGRID3
* xyz 0 1
C 1.446 -0.816 0.568
C -0.742 -0.111 -0.532
N 0.426 -0.104 0.266
O 0.050 1.025 1.205
H 0.608 1.888 0.946
H 1.385 -1.583 -0.226
H -0.766 0.730 -1.132
H -0.772 -0.934 -1.284
H -1.635 -0.095 0.188
*
```

## Properties
Energy above the lowest of the compared OMol25 structures with the same formula, charge and spin in kJ/mol: 491.95
E_HOMO in eV: -9.06
LUMO energy in eV: 0.72

# 4
Molecular formula: C3H3O2S
Method: DFT, ωB97M-V with the def2-TZVPD basis set

Geometry as ORCA input:
```
! wB97M-V def2-TZVPD RIJCOSX def2/J DEFGRID3
* xyz -1 1
C 0.236 -1.753 0.116
C 0.628 -2.791 0.605
C -0.073 -0.506 -0.573
O 3.732 -0.006 -0.987
O 3.365 1.276 1.072
S 2.930 0.145 0.226
H 0.510 0.222 -0.012
H 0.412 -0.356 -1.615
H -1.043 -0.169 -0.628
*
```

## Properties
Energy above the lowest of the compared OMol25 structures with the same formula, charge and spin in kJ/mol: 399.12
E_HOMO in eV: -3.71
LUMO energy in eV: 2.25

# 5
Molecular formula: C56H48CuF3N7PSTe
Method: DFT, ωB97M-V with the def2-TZVPD basis set

Geometry as ORCA input:
```
! wB97M-V def2-TZVPD RIJCOSX def2/J DEFGRID3
* xyz 1 2
Cu 0.757 -0.123 -0.232
C -0.716 -3.738 1.821
N 0.378 -3.096 1.120
C 0.346 -2.554 -0.122
N 1.542 -2.133 -0.496
C 2.405 -2.495 0.534
C 1.667 -2.996 1.587
C 1.980 -3.067 3.026
C 2.449 -1.892 3.622
C 2.699 -1.851 4.983
C 2.493 -2.980 5.764
C 2.027 -4.147 5.180
C 1.768 -4.192 3.818
C 3.853 -2.631 0.335
C 4.396 -2.463 -0.937
C 5.739 -2.713 -1.172
C 6.564 -3.139 -0.144
C 6.024 -3.360 1.114
C 4.685 -3.114 1.352
P -1.252 -2.343 -0.965
C -1.829 -1.196 0.342
N -1.020 -0.344 0.956
C -1.721 0.166 2.018
C -2.996 -0.376 2.020
N -3.036 -1.246 0.956
C -4.176 -2.039 0.536
C -4.147 -0.053 2.873
C -4.952 -1.034 3.449
C -6.024 -0.674 4.252
C -6.300 0.663 4.495
C -5.503 1.645 3.923
C -4.438 1.292 3.114
C -1.084 1.002 3.045
C -0.094 1.910 2.686
C 0.578 2.640 3.652
C 0.260 2.475 4.992
C -0.730 1.573 5.358
C -1.397 0.836 4.395
C -0.971 -1.066 -2.229
N -0.961 0.222 -1.920
C -1.423 0.893 -3.027
C -1.675 -0.021 -4.038
N -1.399 -1.251 -3.508
C -1.469 -2.528 -4.195
C -2.359 0.173 -5.327
C -1.841 0.991 -6.326
C -2.570 1.236 -7.480
C -3.817 0.656 -7.657
C -4.330 -0.183 -6.679
C -3.609 -0.419 -5.520
C -1.875 2.296 -2.957
C -1.517 3.265 -3.893
C -2.056 4.539 -3.822
C -2.963 4.860 -2.820
C -3.324 3.902 -1.886
C -2.779 2.628 -1.949
H -1.613 -3.689 1.208
H -0.486 -4.787 2.001
H -0.897 -3.245 2.777
H 2.609 -1.013 3.009
H 3.059 -0.935 5.433
H 2.693 -2.947 6.827
H 1.870 -5.032 5.784
H 1.422 -5.117 3.373
H 3.741 -2.178 -1.749
H 6.144 -2.577 -2.167
H 7.613 -3.331 -0.332
H 6.646 -3.739 1.914
H 4.278 -3.322 2.329
H -5.087 -1.452 0.632
H -4.048 -2.333 -0.503
H -4.270 -2.940 1.143
H -4.730 -2.083 3.300
H -6.644 -1.444 4.693
H -7.136 0.937 5.125
H -5.712 2.691 4.105
H -3.817 2.054 2.660
H 0.135 2.030 1.639
H 1.353 3.338 3.358
H 0.784 3.050 5.744
H -0.979 1.443 6.404
H -2.151 0.117 4.690
H -1.709 -2.359 -5.241
H -0.514 -3.047 -4.132
H -2.240 -3.162 -3.755
H -0.856 1.422 -6.212
H -2.164 1.891 -8.239
H -4.380 0.850 -8.559
H -5.300 -0.645 -6.806
H -4.028 -1.050 -4.745
H -0.811 3.021 -4.673
H -1.775 5.287 -4.552
H -3.388 5.854 -2.771
H -4.035 4.142 -1.104
H -3.078 1.874 -1.230
F 6.964 1.308 0.586
C 5.630 1.315 0.766
F 5.315 2.512 1.306
F 5.353 0.383 1.686
C 4.908 1.094 -0.536
C 5.619 1.101 -1.721
C 4.952 0.902 -2.925
C 3.583 0.736 -2.885
N 2.885 0.738 -1.750
C 3.518 0.893 -0.575
S 2.493 0.975 0.825
H 6.688 1.262 -1.706
H 5.486 0.893 -3.864
H 2.997 0.622 -3.792
C 0.043 4.080 -0.004
Te 1.035 2.569 -1.173
C 2.817 3.754 -1.059
H 0.615 4.260 0.905
H -0.957 3.746 0.254
H -0.024 4.998 -0.586
H 2.554 4.775 -1.331
H 3.549 3.368 -1.764
H 3.227 3.735 -0.051
*
```

## Properties
Energy above the lowest of the compared OMol25 structures with the same formula, charge and spin in kJ/mol: 169.71
E_HOMO (spin up / spin down) in eV: -9.35 / -9.71
LUMO energy (spin up / spin down) in eV: -1.83 / -3.47

# 6
Molecular formula: C5H11P
Method: DFT, ωB97M-V with the def2-TZVPD basis set

Geometry as ORCA input:
```
! wB97M-V def2-TZVPD RIJCOSX def2/J DEFGRID3
* xyz 0 1
C 0.892 0.693 -1.906
C 0.864 -0.740 -1.398
C -0.422 0.101 -1.461
C 1.397 -1.174 -0.007
C -1.295 0.871 2.173
P -1.178 0.452 0.215
H 1.280 1.369 -1.322
H 1.004 0.735 -3.062
H 0.933 -1.565 -2.248
H 1.922 -2.127 -0.070
H 0.630 -1.177 0.711
H 2.114 -0.396 0.355
H -1.018 -0.078 2.719
H -2.360 1.066 2.540
H -0.813 1.721 2.429
H -1.661 -0.795 0.388
H -2.289 1.044 -0.057
*
```

## Properties
Energy above the lowest of the compared OMol25 structures with the same formula, charge and spin in kJ/mol: 446.97
E_HOMO (spin up / spin down) in eV: -7.46 / -7.46
LUMO energy (spin up / spin down) in eV: 0.35 / 0.35
Structure (SMILES): C[PH2]=C1C[C@H]1C

# 7
Molecular formula: C4H4O3
Method: DFT, ωB97M-V with the def2-TZVPD basis set

Geometry as ORCA input:
```
! wB97M-V def2-TZVPD RIJCOSX def2/J DEFGRID3
* xyz 0 1
O 1.779 -0.851 0.518
C 0.664 -1.210 0.153
C -0.204 -0.060 -0.186
C -0.425 0.784 -1.377
O -1.461 -0.024 -0.811
C -0.056 0.333 1.296
O 1.003 0.363 1.892
H 0.287 -2.227 0.324
H -0.570 1.863 -1.281
H -0.054 0.448 -2.350
H -0.963 0.582 1.821
*
```

## Properties
Energy above the lowest of the compared OMol25 structures with the same formula, charge and spin in kJ/mol: 450.67
E_HOMO in eV: -9.24
LUMO energy in eV: -0.41

# 8
Molecular formula: C5H7NO
Method: DFT, ωB97M-V with the def2-TZVPD basis set

Geometry as ORCA input:
```
! wB97M-V def2-TZVPD RIJCOSX def2/J DEFGRID3
* xyz 0 1
N 1.691 -1.820 0.530
C 0.919 -0.876 0.443
O 1.124 0.426 -0.861
C 0.279 1.470 -0.405
C -0.898 0.740 0.233
C -1.082 -0.533 -0.506
C -0.406 -0.504 0.894
H 2.360 -2.084 -0.182
H -0.096 2.129 -1.213
H 0.830 2.084 0.311
H -1.712 1.275 0.706
H -0.119 -0.379 -1.241
H -2.045 -1.047 -0.531
H -0.843 -0.882 1.822
*
```

## Properties
Energy above the lowest of the compared OMol25 structures with the same formula, charge and spin in kJ/mol: 397.59
E_HOMO in eV: -9.24
LUMO energy in eV: 1.10

# 9
Molecular formula: C4H11N2O3P
Method: DFT, ωB97M-V with the def2-TZVPD basis set

Geometry as ORCA input:
```
! wB97M-V def2-TZVPD RIJCOSX def2/J DEFGRID3
* xyz 0 1
C -1.301 -1.406 0.066
C 0.854 1.281 -1.439
C -0.170 -0.820 -0.794
C -0.245 0.684 -0.611
N 2.141 -1.725 1.665
N 0.845 1.175 2.955
O 2.251 -1.961 2.807
O 2.575 1.827 1.107
O -0.024 1.125 0.713
P 1.448 0.952 1.416
H -2.209 -0.738 -0.222
H -1.075 -1.123 1.194
H -1.332 -2.533 -0.112
H 1.815 0.894 -0.815
H 0.787 0.956 -2.471
H 0.832 2.370 -1.593
H -0.247 -1.180 -1.800
H 0.708 -1.294 -0.491
H -1.185 1.058 -1.103
H 0.462 0.420 3.491
H 1.448 1.642 3.655
*
```

## Properties
Energy above the lowest of the compared OMol25 structures with the same formula, charge and spin in kJ/mol: 443.92
E_HOMO (spin up / spin down) in eV: -8.10 / -9.10
LUMO energy (spin up / spin down) in eV: -0.44 / -0.85

# 10
Molecular formula: CH2F3NP2
Method: DFT, ωB97M-V with the def2-TZVPD basis set

Geometry as ORCA input:
```
! wB97M-V def2-TZVPD RIJCOSX def2/J DEFGRID3
* xyz 0 1
C -0.715 -0.575 0.064
N 1.786 -0.418 1.555
F -1.755 1.692 0.256
F 1.496 -0.833 -1.136
F 1.224 1.273 -0.616
P -1.237 0.783 -0.980
P 1.098 -0.175 0.257
H -0.682 -1.468 -0.463
H -1.216 -0.279 1.062
*
```

## Properties
Energy above the lowest of the compared OMol25 structures with the same formula, charge and spin in kJ/mol: 330.23
E_HOMO (spin up / spin down) in eV: -11.04 / -8.63
LUMO energy (spin up / spin down) in eV: -1.61 / -2.90

# 11
Molecular formula: C5H10GaO3
Method: DFT, ωB97M-V with the def2-TZVPD basis set

Geometry as ORCA input:
```
! wB97M-V def2-TZVPD RIJCOSX def2/J DEFGRID3
* xyz 0 2
C -2.718 0.349 -0.874
H -2.892 0.013 0.660
H -3.436 1.181 -0.848
H -3.161 -0.632 -1.097
H -2.025 0.557 -1.704
O -1.011 1.617 0.793
C -1.622 0.437 0.624
C -0.612 -0.709 0.557
O 0.538 -0.313 -0.182
C 1.790 -0.755 0.335
C 2.861 0.193 -0.189
O 2.522 1.511 0.062
Ga 0.614 1.737 -0.278
H -1.062 -1.587 0.064
H -0.328 -0.991 1.584
H 1.976 -1.801 0.040
H 1.755 -0.698 1.437
H 2.994 -0.007 -1.276
H 3.817 -0.101 0.292
*
```

## Properties
E_HOMO (spin up / spin down) in eV: -7.38 / -7.85
LUMO energy (spin up / spin down) in eV: 0.79 / -1.08

# 12
Molecular formula: C4H4NO2
Method: DFT, ωB97M-V with the def2-TZVPD basis set

Geometry as ORCA input:
```
! wB97M-V def2-TZVPD RIJCOSX def2/J DEFGRID3
* xyz -1 1
C -0.800 -0.452 0.277
C -2.325 0.333 -0.071
C 0.503 -0.594 -0.291
C 1.607 0.344 0.145
N -0.123 -1.385 0.796
O -2.949 -0.370 -0.809
O -2.320 1.441 0.368
H 0.749 -1.017 -1.193
H 2.517 -0.232 0.461
H 1.255 0.845 0.964
H 1.884 1.086 -0.647
*
```

## Properties
Energy above the lowest of the compared OMol25 structures with the same formula, charge and spin in kJ/mol: 246.31
E_HOMO in eV: -4.09
LUMO energy in eV: 4.32
Structure (SMILES): C[C@H]1N=C1C(=O)[O-]